Formula: C4H8N2S2
Source: the OMol25 dataset
Level of theory: ωB97M-V/def2-TZVPD

Last column: Mulliken charge in e.
Positions of all 16 atoms, in Å:
C  0.86468  -2.15447  1.84752  -0.728
C  -0.05007  0.70722  -0.07170  0.108
C  -0.11511  -0.25690  -1.22466  0.210
C  0.79382  -0.00502  -2.36523  -0.536
H  1.43800  -1.55220  2.55149  0.270
H  0.73629  -3.16729  2.21479  0.325
H  1.43144  -2.15849  0.91862  0.248
H  -0.12089  0.87930  1.95222  0.273
H  -0.29595  -1.29548  -0.94016  0.346
H  1.19415  -0.88914  -2.87645  0.267
H  1.50863  0.82404  -2.26346  0.219
H  -1.11711  -0.43192  -3.02178  0.259
N  -0.30740  0.19821  1.14230  -0.295
N  -0.62503  0.27711  -2.45751  -0.550
S  -0.72891  -1.41155  1.52703  -0.072
S  0.27844  2.33148  -0.17980  -0.343

Energy above the lowest of the compared OMol25 structures with the same formula, charge and spin: 36.2 kcal/mol
LUMO: 0.496 eV
Total energy: -28926.73709 eV
SMILES: CSNC(=S)[C@@H]1CN1
HOMO: -8.38 eV

Formula: C2H2Cl6
Source: the OMol25 dataset
Level of theory: ωB97M-V/def2-TZVPD

Last column: Löwdin spin population.
Positions of all 10 atoms, in Å:
C  -1.79319  0.67707  1.56263  0.170
Cl  -3.27356  0.15965  0.67578  0.172
Cl  -1.39412  2.26755  0.83590  0.317
Cl  -0.62931  -0.58723  1.35007  0.229
H  -2.05943  0.87544  2.60084  0.018
C  1.74984  -0.65739  -1.38822  0.021
Cl  2.15221  1.08500  -1.52259  0.025
Cl  2.99728  -1.56544  -0.54751  0.028
Cl  1.30403  -1.43586  -2.89722  0.014
H  0.94626  -0.81879  -0.66968  0.006

Energy above the lowest of the compared OMol25 structures with the same formula, charge and spin: 3.2 kcal/mol
LUMO (spin up / spin down): 2.872 / 2.809 eV
Total energy: -77239.92778 eV
Spin multiplicity: 2
Total charge: -1
HOMO (spin up / spin down): 0.50 / -6.34 eV

Formula: CH5BrN2
Source: the OMol25 dataset
Level of theory: ωB97M-V/def2-TZVPD

Last column: Mulliken charge in e.
Positions of all 9 atoms, in Å:
C  -0.45356  -0.27405  -0.80440  -0.747
N  0.24027  0.02322  1.30707  -0.341
N  0.45011  -0.86457  0.34771  -0.115
Br  2.46342  -1.17648  -0.05049  -0.216
H  -0.09773  0.78521  -1.07624  0.309
H  -0.19442  -0.80158  -1.67175  0.311
H  -1.41502  -0.34770  -0.52243  0.316
H  0.90912  -0.09796  2.02886  0.245
H  0.00806  1.00193  1.15006  0.238

Energy above the lowest of the compared OMol25 structures with the same formula, charge and spin: 20.1 kcal/mol
LUMO: 0.028 eV
Total energy: -74138.08859 eV
SMILES: CN(N)Br
HOMO: -8.42 eV

Formula: C5H11FNO
Source: the OMol25 dataset
Level of theory: ωB97M-V/def2-TZVPD

Last column: Mulliken charge in e.
Positions of all 19 atoms, in Å:
C  0.28731  -0.98845  1.10087  -1.008
C  -0.61801  -0.38135  2.17038  -0.449
C  -0.12026  -0.39776  -0.28463  0.034
C  -1.45666  0.32349  0.14952  -0.047
C  1.20534  0.54425  -2.09303  -1.012
N  0.77176  0.74485  -0.68590  -0.259
O  -1.20740  0.75711  1.42564  -0.414
F  -2.50909  -0.59828  0.02862  -0.320
H  1.37084  -0.90739  1.41507  0.373
H  0.25554  -2.10545  1.14423  0.308
H  -1.51347  -0.96096  2.33761  0.323
H  -0.15946  -0.10836  3.03245  0.396
H  -0.18576  -1.10633  -1.12342  0.618
H  -1.70429  1.16313  -0.55069  0.456
H  1.56066  -0.50438  -2.22756  0.371
H  0.33954  0.66509  -2.72840  0.387
H  1.90779  1.28751  -2.38911  0.380
H  0.19196  1.66937  -0.73796  0.408
H  1.58365  0.90390  0.01633  0.456

Energy above the lowest of the compared OMol25 structures with the same formula, charge and spin: 10.3 kcal/mol
LUMO: -3.523 eV
Total energy: -11610.66623 eV
SMILES: C[NH2+][C@H]1CCO[C@@H]1F
Total charge: +1
HOMO: -15.28 eV